A molecular structure, C29H43BClN7O9P2Ti, computed with ωB97M-V/def2-TZVPD.

```
93
Properties=species:S:1:pos:R:3:lowdin_charge:R:1
C 2.0725 1.8756 1.3295 -0.212
H 0.8332 -0.7717 -5.7545 0.171
H 4.8412 2.4134 0.6813 0.081
N 1.4748 -0.9133 -4.9649 0.194
C -3.6191 -0.7597 -0.0578 -0.361
C 2.7338 3.5441 -0.4276 -0.069
C -4.5593 0.4313 -0.3432 -0.019
C -1.0452 2.5472 -0.9131 -0.475
C 1.3179 1.3278 -4.0299 -0.082
C 3.3661 -2.9806 0.5875 -0.065
H -2.6541 6.6196 -2.6269 0.099
H 0.9205 1.6176 -5.0185 0.101
H -4.8173 4.9145 0.4951 0.091
H 1.5800 -1.9238 -4.7834 0.152
C -1.9872 3.7089 -0.9384 -0.139
Cl -4.9394 7.0505 -1.1082 0.703
H -0.1673 0.0196 4.6422 0.128
C -0.8211 -3.1968 1.1106 -0.029
C -0.3303 -2.2508 0.0363 -0.328
C -3.0717 -0.6373 1.3288 -0.265
H -0.5527 -2.4654 -2.7957 0.020
H 4.7687 1.3597 -0.7926 0.080
H 0.4441 -2.0510 5.3302 0.116
N -1.7352 -0.3839 1.5093 0.026
O -1.3481 1.6212 -0.0054 -0.173
O -1.3836 0.4291 -4.3853 -0.240
C 2.8310 2.0979 0.0040 -0.352
H 3.5767 2.5599 2.8437 0.104
H -2.5532 -0.5228 4.4746 0.114
Ti -0.2361 -0.0383 -0.1490 1.212
H 2.6204 -2.4216 0.0486 0.023
H 1.7011 4.0161 -0.5495 0.094
H 3.1849 4.3080 0.1636 0.060
H -3.1955 3.0491 0.7399 0.126
H 0.7650 1.9329 -3.3145 0.056
N 0.6696 1.0488 2.7792 -0.009
H 1.7502 -5.5357 1.9894 0.075
C -2.6608 -0.4058 3.4287 -0.041
H 3.8506 -3.6944 -0.1198 0.092
H -1.8464 -3.4864 0.8138 0.091
C -1.7689 4.7429 -1.8283 -0.026
N 0.9449 1.1412 1.4402 0.057
P -0.6679 -0.3685 -3.3795 0.420
C -4.3453 -2.0724 -0.1779 -0.055
N 1.3905 -1.8532 2.2544 0.132
H -5.1711 0.3115 -1.2596 0.096
C 1.5304 -3.3919 3.9261 -0.009
H -3.9419 1.3305 -0.4146 0.054
O -0.1974 -2.7337 -1.0729 -0.059
C 1.6613 1.5938 3.4755 -0.069
H -5.1484 -2.2412 0.5742 0.096
H 2.9751 -5.8374 0.8144 0.075
H -4.7924 -2.0557 -1.1665 0.081
B -0.1238 -0.1412 3.4063 -0.527
C 2.7302 -3.8520 1.6523 -0.384
C -3.9571 4.8249 -0.1301 -0.086
O -1.0975 -0.1643 -1.9058 -0.364
N -1.5015 -0.2900 2.8088 -0.001
C -3.0281 3.7682 -0.0684 -0.020
H 1.4257 -4.9921 0.2429 0.088
H -3.7196 -2.9539 -0.0517 0.064
H -0.1801 -4.0217 1.1016 0.038
C 1.1121 -0.1409 -3.6831 -0.471
H -5.1826 0.5467 0.5308 0.076
C 2.1801 -5.1477 1.0664 -0.069
H 2.3682 1.5853 -3.9232 0.083
C -2.6490 5.7617 -1.9798 -0.075
C -3.7458 5.8405 -1.0671 -0.678
H 3.2279 3.7273 -1.3858 0.079
O -0.0998 2.2977 -1.6609 0.002
C 0.7618 -2.3534 4.3440 -0.077
C 4.2833 1.6159 0.1788 -0.048
H 4.1378 -2.2885 1.0444 0.109
H -0.8310 -2.8575 2.1302 0.060
P 2.2579 -0.6855 -2.3331 0.443
H 4.2175 0.7586 0.7724 0.055
O -0.7506 -1.9936 -3.6117 -0.141
C -3.6996 -0.6583 2.5258 0.016
H 1.8072 -2.7820 -1.9230 0.084
H 1.5498 1.4172 4.5406 0.121
H 2.3484 1.4709 -0.6857 0.053
N 0.7185 -1.4309 3.3412 -0.045
H 3.5146 -4.2406 2.2769 0.123
H 1.8942 -4.2294 4.4472 0.092
H -0.8428 4.7141 -2.4631 0.145
H -2.7674 -0.7419 -0.7155 0.089
H 2.3634 -0.5273 -5.2740 0.160
O 1.4066 -0.4924 -1.0213 -0.399
C 2.5912 2.1865 2.6185 0.023
O 2.2614 -2.2416 -2.6125 -0.131
O 3.6233 -0.0716 -2.3330 -0.250
C 1.8797 -3.0265 2.6050 -0.289
H -4.7319 -0.8102 2.7510 0.110
```

Results
- Energy: -4208.916415 Ha
- F_max: 3.43 eV Å⁻¹
- LUMO energy (alpha / beta): -0.7 / -0.7 eV
- E_HOMO (alpha / beta): -8.51 / -8.51 eV